The following is a quantum chemistry calculation of C33H39BBr4IrN6O2S3 as an isolated structure in a non-equilibrium geometry, from the Open Molecules 2025 dataset.

```
89
Properties=species:S:1:pos:R:3:mulliken_spin:R:1
Ir 1.696 1.466 -2.355 0.51
C -0.207 5.285 0.721 -0.01
C -0.047 3.839 1.065 0.00
C -0.291 3.333 2.310 0.00
C -0.081 1.964 2.591 0.00
N 0.272 1.136 1.637 0.01
N 0.493 1.624 0.416 0.01
B 0.886 0.571 -0.665 -0.13
N 1.923 -0.419 -0.017 0.05
N 1.468 -1.484 0.622 0.02
C 2.345 -2.291 1.182 0.00
C 3.724 -1.986 1.153 0.01
C 4.190 -0.885 0.482 0.03
C 5.639 -0.535 0.367 0.00
C 3.203 -0.113 -0.160 0.00
S 3.568 1.212 -1.248 0.21
C 1.780 -3.532 1.858 0.00
C 2.859 -4.600 2.050 0.00
C 1.231 -3.104 3.227 0.00
C 0.643 -4.107 1.005 0.00
N -0.316 -0.276 -1.163 0.00
N -1.467 -0.253 -0.487 0.00
C -2.412 -1.076 -0.870 -0.01
C -2.187 -2.004 -1.917 0.00
C -1.019 -2.010 -2.619 -0.01
C -0.734 -2.948 -3.747 0.00
C -0.068 -1.036 -2.230 0.03
S 1.403 -0.758 -3.118 0.09
C -3.759 -1.008 -0.176 0.00
C -3.741 0.011 0.959 0.00
C -4.108 -2.393 0.387 0.00
C -4.805 -0.589 -1.221 0.00
C 0.413 2.915 0.098 0.02
S 0.919 3.442 -1.477 0.14
C -0.203 1.360 3.985 0.00
C -0.604 2.407 5.022 0.00
C 1.171 0.779 4.352 0.00
C -1.248 0.240 3.963 0.00
H -0.561 5.849 1.580 0.00
H -0.919 5.409 -0.097 0.00
H 0.743 5.708 0.390 0.00
H -0.622 3.997 3.097 0.00
H 4.427 -2.648 1.638 0.00
H 6.248 -1.205 0.968 0.00
H 5.819 0.490 0.695 0.00
H 5.965 -0.606 -0.673 0.00
H 3.614 -4.299 2.778 0.00
H 3.355 -4.852 1.111 0.00
H 2.395 -5.509 2.431 0.00
H 2.009 -2.652 3.845 0.00
H 0.847 -3.977 3.756 0.00
H 0.419 -2.386 3.109 0.00
H 1.011 -4.432 0.029 0.00
H -0.149 -3.375 0.853 0.00
H 0.219 -4.974 1.511 0.00
H -2.969 -2.705 -2.179 0.00
H -1.607 -3.553 -3.977 0.00
H 0.092 -3.613 -3.489 0.00
H -0.436 -2.397 -4.640 0.00
H -3.007 -0.260 1.715 0.00
H -4.725 0.042 1.426 0.00
H -3.500 1.011 0.596 0.00
H -3.333 -2.751 1.067 0.00
H -4.249 -3.137 -0.398 0.00
H -5.042 -2.332 0.945 0.00
H -4.598 0.417 -1.594 0.00
H -5.796 -0.584 -0.766 0.00
H -4.834 -1.275 -2.069 0.00
H 0.141 3.200 5.116 0.00
H -0.690 1.927 5.997 0.00
H -1.573 2.857 4.797 0.00
H 1.948 1.545 4.318 0.00
H 1.444 -0.026 3.669 0.00
H 1.138 0.378 5.366 0.00
H -2.254 0.645 3.844 0.00
H -1.216 -0.307 4.906 0.00
H -1.052 -0.458 3.149 0.00
Br 0.096 4.686 -8.637 0.00
C 0.060 3.760 -7.035 0.00
C -1.256 3.217 -6.557 0.00
Br -2.759 3.546 -7.579 0.00
C -1.369 2.504 -5.412 0.01
Br -2.960 1.781 -4.753 0.00
C -0.190 2.276 -4.619 0.00
O -0.183 1.651 -3.566 0.02
C 1.153 2.835 -5.095 -0.01
O 2.105 2.595 -4.378 -0.02
C 1.202 3.586 -6.334 0.00
Br 2.872 4.227 -6.838 0.00
```

Output
**Largest force on an atom**: 1.02 eV Å⁻¹
**Gap between HOMO and LUMO (spin up / spin down)**: 5.740 / 6.014 eV
**Expectation value of S²**: 0.76
**Spin multiplicity**: 2
**HOMO level (spin up / spin down)**: -13.40 / -13.68 eV
**Total charge**: +2